50
Properties=species:S:1:pos:R:3:forces:R:3 method="wB97M-V/def2-TZVPD" homo_lumo_gap_ev=8.74 homo_energy_ev=-8.999 smiles="N#Cc1ccc(COC(=O)c2ccc3c(=O)[nH]c(CN4CCOCC4)nc3c2)cc1" e_tot_ev=-37289.8204
N -4.437329 -4.213796 -5.564426 -0.1 -0.3 -0.1
C -4.119253 -3.173589 -5.202673 -0.2 -0.5 -0.2
C -3.724885 -1.890704 -4.757197 0.2 0.8 0.3
C -2.459899 -1.705027 -4.199415 -0.1 0.0 -0.1
C -2.078813 -0.449676 -3.770015 -0.1 0.1 0.0
C -2.949323 0.628822 -3.880341 0.1 0.0 0.1
C -4.210499 0.437811 -4.434240 0.2 0.1 0.0
C -4.600392 -0.810876 -4.875453 0.1 -0.1 0.0
H -5.579043 -0.960827 -5.306417 -0.1 0.0 0.0
H -4.889600 1.273098 -4.519878 -0.1 0.1 0.0
C -2.526422 1.997522 -3.426547 -0.4 0.4 -0.3
H -2.006212 2.517391 -4.243635 -0.1 0.0 0.2
H -3.390891 2.604835 -3.134533 0.2 -0.1 -0.1
O -1.632478 1.897324 -2.321976 0.1 -0.4 -0.1
C -1.700101 2.859614 -1.392932 -0.2 0.4 0.0
O -2.448808 3.802565 -1.460656 0.1 -0.1 0.0
C -0.745954 2.629148 -0.277092 0.3 -0.2 0.2
C -0.022254 1.455169 -0.170929 -0.1 0.3 0.0
C 0.862299 1.275030 0.895549 0.0 0.6 0.4
C 1.004006 2.299243 1.852303 -0.2 -0.1 -0.4
C 0.263901 3.477475 1.733692 0.0 -0.1 0.0
C -0.603708 3.642287 0.680785 0.0 0.0 0.0
H -1.187828 4.542461 0.567901 0.0 0.1 0.0
H 0.394620 4.240710 2.485728 0.0 0.1 0.0
C 1.926775 2.108252 2.973598 0.1 -0.1 0.0
O 2.137918 2.890162 3.873032 0.0 0.2 0.1
N 2.582376 0.884571 2.921942 0.1 0.1 0.1
C 2.378551 -0.050232 1.955601 -0.2 0.0 -0.2
N 1.564298 0.096299 0.976514 0.2 -0.7 -0.2
C 3.199122 -1.306459 2.074652 0.1 -0.1 0.1
N 3.450129 -1.597804 3.474925 0.1 0.1 -0.1
C 2.288603 -2.140506 4.172500 -0.1 -0.3 0.1
C 2.066792 -3.629300 3.876829 -0.2 0.3 0.0
O 3.222691 -4.387523 4.162323 0.0 0.0 0.1
C 4.333180 -3.920874 3.426895 0.2 0.2 0.0
C 4.606702 -2.443505 3.731145 0.0 -0.3 0.0
H 5.454876 -2.085417 3.145322 0.0 0.0 0.0
H 4.845865 -2.343224 4.794388 0.1 -0.1 -0.1
H 5.178562 -4.540682 3.728825 0.0 0.1 -0.1
H 4.154585 -4.058055 2.348541 0.0 0.0 0.1
H 1.276073 -4.031246 4.511577 0.0 0.1 -0.1
H 1.780274 -3.768487 2.822596 0.0 0.0 0.1
H 1.401511 -1.569298 3.893662 -0.1 0.0 0.1
H 2.468510 -2.015663 5.244434 -0.1 0.0 0.0
H 4.160701 -1.122827 1.583676 0.0 0.0 0.0
H 2.686432 -2.100180 1.515185 0.0 0.2 0.0
H 3.224762 0.646861 3.672331 -0.1 0.0 -0.1
H -0.127865 0.665160 -0.895519 0.0 -0.1 -0.1
H -1.101358 -0.297027 -3.340092 0.1 0.0 0.0
H -1.786401 -2.544493 -4.110706 0.0 0.0 0.0

166
Properties=species:S:1:pos:R:3:forces:R:3 method="wB97M-V/def2-TZVPD" homo_lumo_gap_ev=8.83 homo_energy_ev=-9.018 e_tot_ev=-117231.4526
C 13.412786 16.975847 17.211161 -0.4 2.3 -0.1
N 13.022169 16.355733 18.481553 0.0 -0.6 0.6
O 13.063951 16.981247 19.541400 0.0 -0.3 -1.4
O 12.662821 15.195142 18.400197 -0.1 -0.2 0.2
H 14.493050 17.059643 17.166237 0.1 0.1 0.3
H 12.938157 17.994963 17.201055 0.8 -1.0 0.1
H 13.072373 16.434564 16.347642 -0.3 -0.6 0.1
C 13.289109 20.946427 14.164620 0.5 1.3 0.8
N 12.853881 19.623218 14.680816 0.8 -0.1 0.6
O 13.703380 18.900462 15.171547 0.7 0.3 -0.7
O 11.694401 19.355966 14.737116 -1.7 -0.2 -0.7
H 13.725993 21.399692 15.097841 0.1 -0.3 -1.2
H 12.485956 21.627214 13.854180 -0.2 -0.9 0.2
H 13.994531 20.841869 13.334232 0.1 -0.3 0.6
C 14.353844 21.927594 18.583390 -1.5 -0.7 -0.6
N 14.690038 20.536350 19.026784 -0.2 1.0 1.1
O 15.038591 20.380664 20.179108 0.0 0.1 0.1
O 14.604730 19.658820 18.218890 0.1 -1.0 -1.0
H 13.962192 22.459712 19.463427 0.2 -0.2 -0.5
H 13.578455 21.793863 17.752784 1.2 0.4 1.2
H 15.291458 22.323217 18.232523 0.2 0.3 -0.2
C 10.426241 14.031447 15.958114 -0.2 -0.3 2.0
N 10.217366 12.589423 16.312265 -0.7 1.1 0.0
O 9.908982 11.843283 15.407835 0.3 -0.5 0.3
O 10.278870 12.335108 17.499916 0.2 -0.9 -0.2
H 11.341416 14.046953 15.419844 0.5 0.3 -1.0
H 10.611408 14.501724 16.952666 -0.4 0.0 -1.1
H 9.515090 14.358418 15.456904 0.4 0.1 -0.1
C 15.801003 17.038420 20.865232 -1.3 -1.0 0.9
N 17.053625 16.484237 20.355744 0.4 -0.5 1.2
O 17.897727 16.172816 21.189844 -0.3 0.2 -1.2
O 17.133906 16.342223 19.149758 0.4 -0.2 0.0
H 15.536653 17.865654 20.242751 -0.2 0.6 -0.2
H 15.902515 17.266531 21.932806 0.2 0.2 -0.5
H 15.008158 16.241647 20.787811 0.9 0.7 -0.1
C 11.518889 9.744147 22.105529 -1.9 -0.5 -2.0
N 11.468604 9.885858 23.561138 0.5 0.6 -0.3
O 10.637712 10.580351 24.101437 -0.6 -0.1 -0.2
O 12.404413 9.382498 24.119224 0.8 -0.8 1.1
H 11.384637 10.717170 21.652782 -0.2 0.3 0.1
H 10.704697 9.062847 21.664809 1.1 0.9 1.1
H 12.481602 9.397224 21.799716 0.4 -0.4 0.2
C 9.099846 20.441648 16.821285 0.7 2.6 0.8
N 10.419412 21.031217 16.431898 1.2 1.2 1.0
O 10.475654 21.879932 15.553493 -0.6 -0.8 0.2
O 11.395459 20.762861 17.132974 -0.8 -0.4 -0.5
H 9.245843 19.621724 17.452328 0.3 -1.1 0.8
H 8.586805 20.267324 15.949145 -1.1 -0.8 -2.0
H 8.566053 21.263831 17.333408 0.4 -0.4 0.0
C 14.136957 11.888917 16.342371 -1.5 -1.2 -0.6
N 14.446337 12.592620 15.093346 0.0 1.0 1.4
O 15.425920 12.200751 14.513529 0.1 0.2 -1.1
O 13.786012 13.599820 14.856079 0.3 -0.7 -0.6
H 14.851944 11.080566 16.440570 -0.3 -0.1 0.2
H 13.064884 11.609645 16.316466 0.7 -0.4 -0.2
H 14.163022 12.589315 17.119316 0.5 1.2 1.2
C 17.857811 18.709016 17.469418 1.5 0.5 0.2
N 17.700262 20.192186 17.412828 -0.9 0.3 -0.2
O 17.444644 20.748173 18.468346 0.2 -0.2 -0.3
O 17.797727 20.775073 16.342596 0.1 -0.6 0.4
H 17.016764 18.171129 17.819863 -1.2 0.2 0.3
H 18.633847 18.578135 18.215355 0.2 -0.2 0.0
H 18.172158 18.326397 16.522156 0.2 0.0 -0.6
C 18.360953 13.545971 16.781281 -0.9 -0.1 -0.1
N 17.020923 13.683254 17.511349 1.2 0.0 -0.2
O 16.060290 14.257105 17.048374 0.2 0.0 -0.6
O 17.055697 13.183623 18.604510 -0.4 -0.5 0.9
H 18.368439 14.097602 15.871714 -0.3 0.7 -0.6
H 18.504118 12.498371 16.531273 -0.2 -0.1 0.3
H 19.107003 13.889538 17.473635 0.2 0.1 0.3
C 14.167518 13.456395 20.751795 -1.9 1.0 -0.5
C 14.875788 12.564728 21.486153 -0.6 0.3 1.7
C 14.538248 12.411465 22.843862 0.1 -1.3 -0.1
C 13.407073 12.973087 23.390488 0.4 1.1 -1.1
C 12.634319 13.832435 22.611701 1.7 0.0 -1.3
C 13.042320 14.132687 21.313325 1.6 -2.1 0.4
H 14.335011 13.595074 19.680789 0.3 0.1 0.3
H 15.661252 12.028490 21.048109 1.2 -0.7 -0.4
H 15.080254 11.706147 23.465884 0.3 0.1 -0.1
H 13.210929 12.935028 24.426783 -0.3 -0.6 1.0
H 11.851990 14.353281 23.049107 -1.6 0.8 0.7
H 12.567873 14.738787 20.613202 -1.2 1.2 -0.4
C 10.635108 21.790943 20.856035 -0.6 -0.3 -0.5
C 9.334549 21.350345 20.511144 0.1 -0.4 1.3
C 9.018548 19.960816 20.686822 0.4 1.9 -0.7
C 10.012406 19.037663 20.941700 1.6 1.6 0.2
C 11.343681 19.532477 21.177842 -0.9 -1.1 -0.2
C 11.647486 20.890677 21.179806 -0.9 -1.2 0.3
H 10.919419 22.823822 20.883678 -0.3 0.6 -0.2
H 8.495388 22.075128 20.323144 1.1 -0.8 0.1
H 7.978267 19.712648 20.585995 -0.2 -0.5 -0.1
H 9.798653 17.990503 20.995341 0.0 -0.4 0.1
H 12.124155 18.792950 21.378594 -0.2 0.3 0.0
H 12.620715 21.174701 21.559049 0.0 0.3 -0.4
C 20.496754 21.598417 21.043521 1.3 -0.8 -1.0
C 21.143640 20.466775 20.526928 -0.6 1.2 -1.7
C 21.488733 20.475801 19.147528 0.7 -0.1 0.4
C 21.383171 21.650509 18.394913 -2.4 0.5 1.0
C 20.660019 22.778139 18.903504 1.8 -1.5 0.9
C 20.334956 22.737800 20.244915 -1.5 0.7 0.7
H 20.192294 21.499180 22.057414 -0.4 0.6 0.7
H 21.301113 19.602861 21.136224 0.0 -0.4 0.2
H 21.885276 19.556825 18.661324 -0.2 0.8 0.5
H 21.548157 21.656151 17.357634 0.7 -0.2 -1.2
H 20.472594 23.700086 18.375097 0.1 -0.2 -0.4
H 19.799454 23.626549 20.637661 0.4 -0.7 0.0
C 11.030213 15.442960 12.332934 -1.3 -0.5 0.0
C 12.369457 15.131917 12.126021 -0.4 0.5 -0.1
C 13.251629 16.068760 11.612677 -0.4 1.0 0.7
C 12.809903 17.411254 11.380463 1.3 -1.6 0.0
C 11.505404 17.713070 11.618010 -0.4 -0.5 -0.1
C 10.625052 16.724636 12.055188 0.0 0.8 0.0
H 10.223741 14.708016 12.638350 1.4 0.7 -0.2
H 12.702430 14.167645 12.402656 0.5 -0.9 0.1
H 14.285473 15.759033 11.575547 0.2 0.3 -0.4
H 13.477773 18.181606 11.015259 0.2 -0.2 0.0
H 11.144846 18.688128 11.379435 -0.3 0.6 0.1
H 9.616158 17.043451 12.169547 -0.8 -0.1 0.2
C 16.362403 15.241417 13.361038 -0.9 -0.3 1.0
C 17.666166 14.909232 12.977054 0.3 0.6 0.2
C 18.657023 15.923880 13.049565 1.6 -1.0 -0.2
C 18.394782 17.191568 13.558429 -0.2 -0.4 -1.0
C 17.071143 17.491038 13.878359 0.4 0.8 1.2
C 16.077234 16.524311 13.889265 0.8 -0.4 -1.3
H 15.511750 14.507312 13.406042 1.3 0.6 -0.3
H 17.951926 13.875144 12.699151 -0.4 0.9 0.0
H 19.733378 15.696557 12.728331 -1.7 0.2 0.5
H 19.200876 17.941241 13.591112 -0.6 -0.4 0.1
H 16.880331 18.506543 14.248926 -0.2 -0.4 -0.1
H 15.083519 16.809709 14.189043 -0.2 -0.1 0.1
C 12.373692 9.730201 18.580460 -0.1 -0.7 0.2
C 13.506164 9.770529 19.417271 -1.5 2.7 -1.4
C 14.126923 8.717635 19.933213 0.9 -2.8 -0.3
C 13.691616 7.448719 19.478078 -1.2 1.4 -0.2
C 12.596913 7.364807 18.614069 -0.6 -0.5 -0.5
C 11.846516 8.519285 18.206677 2.7 -1.5 1.2
H 11.902084 10.600957 18.177597 0.0 0.7 0.2
H 13.889940 10.742505 19.587290 0.3 0.9 0.5
H 15.038154 8.823758 20.524168 -0.4 -0.1 0.0
H 14.164710 6.592563 19.855395 0.6 -1.2 0.1
H 12.306017 6.376083 18.163685 0.3 1.0 0.8
H 11.030545 8.399539 17.557272 -1.0 0.0 -0.7
C 7.480098 16.944526 16.073838 -0.6 0.9 -2.5
C 7.232673 16.932292 17.426273 2.0 0.0 0.6
C 8.376478 16.941102 18.246220 -1.1 -0.7 1.7
C 9.693340 17.027019 17.791709 -2.0 -0.7 2.9
C 9.822596 17.232555 16.482109 2.7 1.3 -3.2
C 8.768694 17.186050 15.533372 0.3 -0.4 2.9
H 6.592425 16.908009 15.406759 0.8 -0.1 0.3
H 6.232810 16.923825 17.834634 0.0 -0.2 0.0
H 8.207977 16.787247 19.323485 0.1 0.3 -0.4
H 10.487958 16.894249 18.550226 -0.3 0.5 -0.8
H 10.877009 17.571357 16.224909 -1.5 -0.8 -0.6
H 9.076365 17.322305 14.524361 -0.5 0.0 -0.8
C 7.607810 16.549471 23.997847 1.3 -0.4 2.2
C 7.079713 16.908114 22.794969 -0.8 0.7 -0.3
C 7.033037 16.003486 21.736154 0.0 -0.6 0.7
C 7.564137 14.713878 21.915893 0.8 0.9 1.6
C 8.219682 14.320318 23.112534 -1.4 2.3 0.5
C 8.134378 15.276078 24.187416 2.4 -1.8 0.6
H 7.750209 17.267587 24.862481 -0.6 -0.8 -1.3
H 6.658657 17.908803 22.822269 0.0 0.0 -0.9
H 6.545611 16.237420 20.796959 0.0 0.1 0.1
H 7.535504 14.047779 21.114003 0.0 -1.0 -1.2
H 8.726342 13.362279 23.225106 -0.3 0.2 0.0
H 8.716728 15.040068 25.182999 -1.4 0.4 -2.0